{"formula": "C24H66F3NaO22", "method": "ωB97M-V with the def2-TZVPD basis set", "fmax_ha_per_bohr": 0.056, "lumo_ev": -0.336, "molar_mass_g_mol": 786.75, "symbols": ["Na", "C", "O", "O", "C", "F", "F", "F", "C", "C", "H", "H", "H", "H", "H", "H", "C", "C", "O", "O", "H", "H", "H", "H", "H", "H", "C", "C", "O", "O", "H", "H", "H", "H", "H", "H", "C", "C", "O", "O", "H", "H", "H", "H", "H", "H", "C", "C", "O", "O", "H", "H", "H", "H", "H", "H", "C", "C", "O", "O", "H", "H", "H", "H", "H", "H", "C", "C", "O", "O", "H", "H", "H", "H", "H", "H", "C", "C", "O", "O", "H", "H", "H", "H", "H", "H", "C", "C", "O", "O", "H", "H", "H", "H", "H", "H", "C", "C", "O", "O", "H", "H", "H", "H", "H", "H", "C", "C", "O", "O", "H", "H", "H", "H", "H", "H"], "coordinates": [[-4.48962, -0.52309, -1.62703], [-1.38569, 0.77555, -0.07800], [-0.22811, 0.81503, -0.89351], [-2.48733, 0.80487, -0.91091], [-1.25542, -0.37877, 0.98560], [-1.67135, -1.48439, 0.30523], [-0.00247, -0.58286, 1.41411], [-2.03781, -0.20332, 2.03770], [0.94527, 1.37970, -0.34140], [2.18897, 0.87625, -1.06622], [2.41318, 1.31613, -2.03653], [3.04098, 0.91919, -0.38740], [2.05530, -0.20123, -1.22099], [1.13370, 1.11930, 0.69492], [1.02800, 2.41443, -0.68742], [-1.39554, 1.72124, 0.48164], [0.36018, 5.45402, 1.10054], [0.93735, 5.13578, -0.29253], [1.10329, 6.35278, -1.02332], [-1.01075, 5.81275, 0.90603], [0.90842, 6.15286, 1.73470], [0.40385, 4.51141, 1.65728], [0.24623, 4.50223, -0.84288], [1.92208, 4.66514, -0.22263], [1.47178, 7.06866, -0.50168], [-0.93377, 6.75397, 1.09380], [-6.11794, -3.11527, -0.80528], [-4.81655, -3.85643, -1.11831], [-3.68941, -3.06112, -0.81593], [-6.48376, -2.11468, -1.77656], [-6.14418, -2.83200, 0.24810], [-6.94002, -3.83153, -0.89519], [-4.90617, -4.09996, -2.18539], [-4.67870, -4.80060, -0.58450], [-2.90850, -3.61382, -1.01272], [-7.05989, -2.61307, -2.35767], [-1.88639, 4.74537, -4.00248], [-2.11444, 3.95374, -2.69637], [-1.35263, 2.74281, -2.86955], [-2.68678, 5.94752, -3.90961], [-2.34928, 4.14792, -4.78305], [-0.85490, 5.07862, -4.08668], [-3.14503, 3.63294, -2.54974], [-1.64235, 4.44157, -1.84026], [-1.74240, 2.07054, -2.28648], [-2.19703, 6.67051, -3.51326], [-1.13507, -2.00426, -2.97950], [-1.39131, -3.54193, -2.87541], [-1.18207, -4.18213, -1.59593], [-2.36002, -1.29718, -2.98098], [-0.56195, -1.78895, -3.88938], [-0.42216, -1.56190, -2.27397], [-0.71548, -3.92452, -3.64267], [-2.43197, -3.69564, -3.14697], [-0.45030, -3.77313, -1.09385], [-2.24433, -0.67765, -2.23519], [-2.58148, 2.82329, 3.21530], [-3.10148, 4.28645, 2.91579], [-3.59946, 4.40970, 1.57034], [-1.16397, 2.76439, 3.11297], [-2.99534, 2.12750, 2.48608], [-2.93685, 2.66354, 4.23174], [-2.30806, 5.03816, 2.92480], [-3.80564, 4.65228, 3.66326], [-2.90748, 4.77342, 1.00627], [-0.91655, 3.25190, 2.32263], [4.14521, 3.77734, -3.55626], [4.66184, 2.47116, -4.14000], [5.93780, 2.64168, -4.74309], [3.67281, 4.59590, -4.65698], [4.86641, 4.37870, -2.98809], [3.45640, 3.76150, -2.70965], [3.90145, 2.10226, -4.83124], [4.71369, 1.75707, -3.31141], [6.36043, 1.77968, -4.73723], [4.38293, 4.64851, -5.30382], [4.62389, -0.83487, 2.04051], [4.82022, -1.08307, 0.54331], [5.84322, -0.20542, 0.07479], [3.86497, 0.38042, 2.13304], [5.58591, -0.75717, 2.54893], [4.01679, -1.62377, 2.48492], [3.85805, -1.17049, 0.03592], [5.10480, -2.14646, 0.54629], [6.24541, -0.70437, -0.64289], [4.50285, 1.06050, 1.88731], [1.85368, -3.12287, 0.07695], [2.82565, -4.21080, -0.39774], [2.80605, -5.26989, 0.56584], [0.55970, -3.59647, 0.31911], [1.76138, -2.52077, -0.83529], [2.32563, -2.52065, 0.85780], [3.82072, -3.86747, -0.66964], [2.32667, -4.51771, -1.32617], [1.86250, -5.42740, 0.68357], [0.50401, -3.95312, 1.22879], [0.02435, -1.41909, 5.31550], [0.68321, -2.24048, 4.21194], [1.09197, -3.48755, 4.79886], [0.86205, -1.16340, 6.43224], [-0.95652, -1.89139, 5.42331], [-0.13842, -0.41421, 4.91572], [1.54855, -1.69914, 3.81476], [-0.00445, -2.36365, 3.37350], [1.84716, -3.74358, 4.25422], [1.58224, -1.79616, 6.32242], [-1.90943, -5.00532, 1.88928], [-0.79328, -5.85075, 2.52518], [0.38529, -5.06781, 2.68510], [-2.02132, -3.69054, 2.41432], [-2.83381, -5.58166, 1.99237], [-1.66639, -5.04789, 0.82452], [-0.46600, -6.63932, 1.85046], [-1.09799, -6.11911, 3.53950], [0.39118, -4.46573, 3.44885], [-2.07291, -3.14909, 1.61684]], "forces_ev_per_angstrom": [[0.7740, -0.0936, 0.1988], [-1.0268, 2.2015, -0.6929], [0.5625, -1.1180, 0.0529], [0.6319, -1.6670, 0.8512], [-0.6508, 0.6625, -2.5969], [0.2371, -0.7077, 0.8328], [-0.1866, -0.3322, 0.1999], [-0.1845, -0.2001, 0.3693], [1.1647, 0.2905, -1.6294], [0.0157, -1.8067, 0.1279], [-0.1807, 0.2250, 0.0917], [0.1209, 0.4646, -0.1649], [0.0407, -0.0446, -0.2133], [-0.5233, 0.6995, 0.2540], [-0.8536, 0.5602, 1.2843], [0.1655, 0.0537, 0.5972], [-0.0957, -2.4413, -0.9497], [0.9338, 1.7856, 1.0193], [-0.5338, -0.1538, -0.8761], [0.7964, 0.9309, 0.8180], [0.0905, 0.3418, -0.4407], [-0.1006, 0.0059, 0.1231], [0.0001, 0.0470, 0.0019], [-0.0971, -0.3472, 0.1731], [0.1464, -0.2717, 0.3066], [-1.0827, 0.1280, -0.2935], [-0.4483, -1.8042, 0.2074], [-0.2151, 0.2485, -0.2979], [-0.4319, 0.1317, -0.2257], [0.8668, 0.2449, 0.7644], [0.0918, 0.9683, -0.2507], [0.2665, -0.4334, 0.3657], [0.4263, -0.0159, -0.1441], [-0.7548, -0.0575, 0.1629], [0.3593, 0.4530, 0.0957], [-0.0373, 0.5062, -0.4338], [-1.5918, 0.9998, 2.0858], [1.7851, -1.3287, -0.8465], [-0.1384, 0.0511, -0.1290], [-0.3869, -0.0575, -0.4776], [0.6862, 0.1199, -0.4552], [0.2015, -0.7964, -0.4929], [-0.2221, 0.7938, 0.1177], [-0.7438, 0.5835, 0.1231], [0.1507, -0.2284, 0.1889], [0.2400, -0.1863, 0.0676], [0.2256, -0.5063, -0.1914], [1.2015, 1.1613, 0.2178], [-0.5605, 0.5207, -0.7905], [0.1712, 0.3939, 0.5508], [-0.5685, -0.2829, -0.5041], [-0.3613, -0.4398, 0.7528], [-0.1352, -0.8057, 0.1558], [0.0270, -0.1647, -0.1864], [-0.2492, -0.1145, -0.0316], [-0.1716, 0.7154, 0.0823], [-0.3561, 2.2456, -0.4417], [0.8505, -0.1803, -1.3764], [-0.6941, -0.3020, 0.4245], [0.0724, -0.1977, 0.5885], [-0.4917, 0.0286, 0.2202], [0.5945, -0.7827, 0.0973], [0.5366, -0.4516, 0.6943], [-0.5679, -0.3628, -0.3141], [0.0806, 0.0306, 0.2280], [-0.0710, -0.0720, -0.0833], [0.7855, 1.5184, -0.7570], [-0.5224, -0.0648, 1.6582], [-0.2743, 0.1059, 0.0037], [-0.4449, -0.2209, 0.9156], [1.0680, -0.3822, -0.5984], [-1.1579, -0.8431, -0.9076], [0.1059, 0.0414, -0.2282], [0.1826, -0.1768, -0.0268], [0.1097, 0.0633, -0.1560], [0.1208, -0.0366, 0.1160], [-1.0559, 0.8819, -1.3130], [0.5569, -2.0396, 1.9873], [-0.9130, -0.7521, -0.4615], [0.5286, 0.0222, 0.6646], [0.0043, -0.0677, 0.0203], [0.0505, -0.0174, 0.0190], [0.0424, 1.1951, -0.3335], [0.8384, 0.0378, -0.4579], [0.2889, 0.4430, -0.1339], [-0.2736, 0.2551, 0.0316], [1.4861, 0.8596, -1.6099], [-2.0311, -0.5964, 0.3228], [0.6562, 0.3787, -0.6284], [0.3837, -0.1775, 0.7012], [-0.0375, 0.6194, 0.3593], [-0.5995, -0.0018, 0.3681], [0.1091, -0.0072, 0.5374], [0.4139, -0.5714, -0.1720], [0.0445, -0.2944, 0.2983], [-0.1587, -0.1615, 0.0405], [0.0892, 1.0316, -1.6063], [0.1710, 1.1558, 0.5146], [0.3156, 0.0474, -0.8096], [-0.1752, -1.0680, -0.2290], [0.0720, 0.0050, 1.2194], [-0.4637, -0.1634, -0.3575], [0.1740, -0.0816, 0.1284], [-0.2025, -0.2126, 0.1376], [0.2157, -0.3500, 0.4693], [0.0230, -0.0428, 0.5260], [0.3152, -1.2607, -0.4877], [0.0413, 1.8401, 1.1229], [0.9005, 0.3408, -0.7980], [0.2040, -0.7026, -0.5786], [-0.2191, 0.1774, 0.1649], [-0.2109, 0.7069, -0.1731], [-0.5790, -0.4496, 0.3492], [-0.0423, -0.8089, -0.2412], [-0.6666, -0.4865, 0.1630], [-0.0697, 0.4732, 0.2627]], "mulliken_charge": [0.75, 0.02, 0.03, -1.11, 0.94, 0.47, -0.23, -0.28, 0.67, -1.28, 0.27, 0.37, -0.10, 0.36, -0.38, -0.14, -0.46, 0.56, -0.56, -0.38, 0.58, 0.07, -0.52, 0.25, 0.34, 0.25, -0.86, -0.13, -0.25, -0.51, 0.30, 0.50, 0.21, 0.39, 0.07, 0.31, -0.56, 0.40, -0.51, -0.59, 0.27, 0.30, 0.30, -0.23, 0.23, 0.30, 0.44, -0.97, -0.59, -0.77, 0.43, -0.30, 0.42, 0.42, 0.33, 0.40, 0.00, -0.49, -0.57, -0.47, 0.08, 0.44, 0.14, 0.36, 0.35, -0.01, -0.11, -0.21, -0.51, -0.54, 0.25, 0.05, 0.29, 0.18, 0.31, 0.32, -0.54, 0.16, -0.53, -0.46, 0.39, 0.19, -0.11, 0.41, 0.32, 0.31, 0.20, -0.68, -0.63, 0.26, 0.09, 0.04, 0.42, 0.26, 0.29, -0.18, -0.45, 0.61, -0.74, -0.56, 0.36, 0.15, 0.30, -0.38, 0.33, 0.34, 0.12, -0.79, -0.61, -0.56, 0.45, -0.11, 0.30, 0.37, 0.37, 0.17]}